<i>
{"formula": "C4H14N2O2", "method": "ωB97M-V with the def2-TZVPD basis set", "homo_lumo_gap_ev": 8.89, "e_homo_ev": -8.139, "elements": ["O", "O", "N", "N", "C", "C", "C", "C", "H", "H", "H", "H", "H", "H", "H", "H", "H", "H", "H", "H", "H", "H"], "xyz": [[0.4835, -0.2338, -1.9191], [-1.7030, 0.4044, -2.0759], [1.1134, 0.4123, 0.4476], [-2.2192, -0.2463, 0.6030], [2.2798, -0.3840, 0.8363], [-0.7678, -0.5956, -1.7871], [0.9253, 1.6399, 1.2218], [-1.3423, -1.1743, -0.1028], [0.2344, -0.1934, 0.5402], [-0.0249, 2.0817, 0.9308], [-1.0209, -1.4940, -2.3643], [1.7656, 2.3115, 1.0494], [-1.2331, 1.1185, -2.5248], [-0.6537, -1.6416, 0.6131], [-1.8972, -2.0539, -0.4458], [0.8742, 1.4180, 2.2901], [0.9670, 0.3497, -0.8279], [2.3261, -1.2501, 0.1773], [-3.1754, -0.5838, 0.6729], [3.1864, 0.2124, 0.7106], [2.2018, -0.7157, 1.8771], [-2.3198, 0.6182, 0.0776]]}

---

<ii>
{"formula": "C4H14N2O2", "method": "ωB97M-V with the def2-TZVPD basis set", "smiles": "[H]/N=C/NCCC.O.O", "homo_lumo_gap_ev": 9.67, "e_homo_ev": -8.997, "elements": ["O", "O", "N", "N", "C", "C", "C", "C", "H", "H", "H", "H", "H", "H", "H", "H", "H", "H", "H", "H", "H", "H"], "xyz": [[3.3288, -3.7054, -4.3741], [4.0158, -1.9633, 3.9387], [-1.6561, 0.3227, 0.9607], [-1.4788, -1.8481, 1.7160], [-2.1499, -0.9410, 1.1281], [-0.6045, 1.8175, -0.7430], [-0.7678, 3.3313, -0.5908], [-1.8642, 1.0348, -0.3024], [2.8212, -3.4809, -3.5891], [-1.3314, 3.7972, -1.4093], [-2.1498, 0.3556, -1.1034], [3.3211, -1.3066, 3.8335], [0.2838, 1.5360, -0.1690], [-2.6727, 1.7526, -0.1727], [-2.0694, -2.6515, 1.9105], [-1.2185, 3.6166, 0.3551], [4.2520, -2.2182, 3.0404], [-3.1295, -1.0553, 0.6729], [-0.7857, 0.5117, 1.4311], [0.2067, 3.8282, -0.6550], [-0.3924, 1.5558, -1.7726], [4.0415, -4.2895, -4.1057]]}

---

We find <ii> to be the most stable, with the next structure 156.3 kJ/mol higher.

---

<i>
{"formula": "C4H14N2O2", "method": "ωB97M-V with the def2-TZVPD basis set", "smiles": "C=C(N)CCN.O.O", "homo_lumo_gap_ev": 8.85, "e_homo_ev": -8.100, "elements": ["O", "O", "N", "N", "C", "C", "C", "C", "H", "H", "H", "H", "H", "H", "H", "H", "H", "H", "H", "H", "H", "H"], "xyz": [[-2.8994, 4.9056, 2.3473], [-5.2886, -2.3619, 3.9014], [2.7957, 1.2298, -2.0559], [0.2434, -1.8554, 0.2240], [2.6962, 0.3455, -0.8865], [0.6767, -1.1765, -0.9070], [2.1745, -1.0774, -1.1113], [-0.1854, -0.6138, -1.7732], [1.8543, 1.2884, -2.4052], [-0.7087, -2.1472, 0.2336], [-5.1430, -3.2656, 3.6442], [0.9404, -2.4467, 0.6405], [-1.2503, -0.4726, -1.7200], [3.4417, 0.7868, -2.7081], [3.6797, 0.3311, -0.3974], [2.5554, -1.6787, -0.2711], [2.5302, -1.5432, -2.0257], [-2.5906, 5.2994, 3.1730], [-2.7153, 5.5681, 1.6635], [-5.2070, -1.8065, 3.1442], [2.1230, 0.8182, -0.0854], [0.2771, -0.1274, -2.6251]]}

---

<ii>
{"formula": "C4H14N2O2", "method": "ωB97M-V with the def2-TZVPD basis set", "smiles": "CNCCNCO.O", "homo_lumo_gap_ev": 9.46, "e_homo_ev": -8.655, "elements": ["O", "O", "N", "N", "C", "C", "C", "C", "H", "H", "H", "H", "H", "H", "H", "H", "H", "H", "H", "H", "H", "H"], "xyz": [[1.5618, 2.6211, -0.1290], [-0.5975, -2.0261, 3.5470], [-0.4918, 1.4822, -0.7328], [0.5503, -1.2970, -0.6138], [0.2943, -1.7968, -1.9746], [-0.6481, -0.8154, 0.1255], [0.2069, 2.7407, -0.5627], [-0.5431, 0.6511, 0.4853], [1.1342, -1.4770, -2.5903], [-0.6659, -1.4779, -2.3805], [-1.4541, 0.9870, 0.9908], [0.2952, 0.8577, 1.1553], [-0.3465, -2.8818, 3.9129], [-0.0611, 0.9719, -1.4972], [-0.5009, -1.4384, 4.3101], [1.1732, -0.5048, -0.6322], [-0.2624, 3.2200, 0.2871], [-1.5658, -0.9207, -0.4486], [2.0868, 2.1826, -0.8110], [0.3278, -2.8851, -1.9345], [0.1989, 3.2311, -1.5320], [-0.6921, -1.4245, 1.0252]]}

---

We find <i> to be the most stable, with the next structure 5.0 kJ/mol higher.